# 1
A 11-piece molecular cluster, C52H119N5O6 overall. Source: OMol25; level of theory: ωB97M-V/def2-TZVPD.

Geometry (Å):
1 O -2.291 4.755 -3.097
2 O 0.879 -4.220 -0.667
3 O 0.601 0.892 2.726
4 O 1.336 -1.347 5.711
5 O -2.286 0.025 -4.224
6 O 1.903 -1.277 -2.212
7 N -2.032 3.837 2.743
8 N 6.562 1.483 0.355
9 N 2.021 4.847 -3.102
10 N -4.448 -4.165 3.421
11 N -3.444 -3.687 -1.463
12 C -2.125 -0.760 -5.396
13 C -4.023 -5.096 2.447
14 C 2.392 -0.693 2.430
15 C -0.731 1.106 -5.551
16 C 3.035 5.125 -2.147
17 C -0.632 -2.541 6.243
18 C 6.828 0.296 1.234
19 C -4.585 -2.827 2.911
20 C -1.827 5.822 -2.962
21 C -4.807 -3.802 -1.890
22 C -2.561 -4.464 -2.313
23 C 0.582 -0.494 6.561
24 C 2.686 5.035 -0.635
25 C -5.197 -5.448 5.355
26 C -0.672 5.993 2.315
27 C -0.999 3.170 4.929
28 C -2.882 -6.004 -2.451
29 C 2.414 5.176 -4.469
30 C -3.996 -1.408 -0.604
31 C -0.844 -1.045 6.700
32 C -5.586 -4.587 4.198
33 C -5.011 -3.341 -3.341
34 C 4.837 2.538 1.822
35 C -2.046 3.935 4.170
36 C 0.039 -4.951 0.260
37 C -1.804 6.875 -4.041
38 C -0.902 4.475 2.054
39 C 2.267 -2.562 -4.140
40 C 0.473 -2.356 5.237
41 C -1.140 6.135 -1.603
42 C 2.154 2.339 -3.166
43 C 2.238 -5.714 0.608
44 C 1.072 0.401 0.513
45 C 6.197 2.667 1.151
46 C -2.524 -5.185 2.144
47 C -1.559 0.223 -6.458
48 C 7.345 2.396 -1.815
49 C 1.337 3.600 -2.910
50 C 0.646 -1.837 -2.530
51 C -1.526 1.202 -4.259
52 C -4.495 -1.744 4.046
53 C -3.221 2.134 1.142
54 C 2.603 -1.203 -3.501
55 C 1.291 0.251 2.003
56 C -2.911 -2.342 -1.206
57 C 0.810 -2.816 -3.689
58 C 2.168 -4.698 -0.568
59 C 7.809 0.465 2.429
60 C -2.188 2.448 2.283
61 C 0.916 -5.366 1.351
62 C 7.696 1.654 -0.520
63 C 1.276 5.319 -5.421
64 H 0.581 4.482 -5.287
65 H -2.121 -2.441 -0.466
66 H 1.105 -3.261 5.055
67 H 1.056 -0.520 7.565
68 H -2.072 4.944 4.502
69 H -5.238 -4.784 -1.624
70 H -2.358 -5.800 1.262
71 H 4.097 2.097 1.097
72 H -6.243 -5.191 3.554
73 H -0.845 2.210 4.484
74 H 7.051 -0.539 0.607
75 H -0.414 -5.812 -0.227
76 H 3.551 5.381 -0.124
77 H 3.362 -0.330 2.241
78 H -0.933 1.197 -3.332
79 H 2.497 -5.132 -1.551
80 H -6.060 -5.909 5.819
81 H -0.097 -1.070 -2.901
82 H -0.501 2.036 -6.066
83 H 3.072 2.242 -2.537
84 H -1.340 -1.023 7.701
85 H 0.275 0.715 -5.305
86 H -0.585 6.350 3.366
87 H -3.087 3.628 4.380
88 H 6.166 3.526 0.406
89 H -4.373 -2.455 -3.666
90 H -2.067 -4.223 1.977
91 H -2.589 7.573 -3.838
92 H 3.318 6.204 -2.352
93 H 1.830 5.677 -0.519
94 H -2.944 -6.470 -1.480
95 H 4.928 1.854 2.708
96 H 2.178 -6.734 0.265
97 H 0.759 6.270 -5.172
98 H -1.569 -0.484 6.056
99 H -1.780 6.899 -1.147
100 H 2.543 2.308 -4.218
101 H -0.873 -0.211 -7.252
102 H -1.481 -4.349 -1.973
103 H 0.907 -0.599 0.085
104 H -1.526 6.546 1.944
105 H -2.602 -4.158 -3.318
106 H 7.027 2.888 1.840
107 H 2.366 -2.627 -5.213
108 H -2.383 -1.828 -2.003
109 H 1.585 1.462 -3.081
110 H 4.497 3.503 2.142
111 H -0.035 6.454 -1.631
112 H -1.251 5.246 -1.044
113 H 2.118 -0.319 -4.073
114 H -4.538 -4.917 1.482
115 H -4.363 -6.078 2.735
116 H 0.725 -3.855 -3.391
117 H -2.361 0.806 -6.961
118 H 2.505 4.056 -0.232
119 H -1.547 -1.623 -5.240
120 H 2.313 -1.051 3.459
121 H -5.081 -4.123 -4.072
122 H 0.465 3.609 -3.564
123 H -6.042 -2.909 -3.403
124 H 7.642 -0.498 2.998
125 H 8.809 0.614 2.171
126 H -3.635 -1.870 4.630
127 H -5.346 -3.059 -1.263
128 H -0.735 -4.245 0.416
129 H -3.054 -1.165 -5.811
130 H 8.552 2.280 -0.196
131 H 1.590 5.278 -6.448
132 H 1.926 0.938 0.084
133 H 8.044 2.160 -2.604
134 H -2.116 -6.497 -3.096
135 H 0.576 -6.141 1.985
136 H -3.797 3.060 0.848
137 H 0.727 0.506 6.154
138 H -1.616 -3.037 5.917
139 H -4.639 -1.888 0.164
140 H 2.906 -3.392 -3.714
141 H -3.962 1.418 1.486
142 H -1.138 4.334 0.986
143 H -2.635 1.977 3.170
144 H -1.967 6.408 -5.000
145 H 0.152 -2.689 -4.567
146 H -0.865 7.342 -4.146
147 H -4.655 -1.189 -1.409
148 H 0.009 -2.010 4.305
149 H 5.854 0.102 1.774
150 H -5.550 -2.729 2.344
151 H -2.111 2.143 -4.277
152 H 6.354 2.179 -2.171
153 H -2.646 1.766 0.262
154 H 2.374 -1.614 1.738
155 H 0.161 0.935 0.356
156 H -5.287 -1.816 4.833
157 H 3.094 4.357 -4.818
158 H -6.135 -3.706 4.493
159 H -1.270 1.991 1.989
160 H -0.093 3.722 4.894
161 H -4.716 -4.751 6.092
162 H -1.995 -5.596 3.021
163 H 7.467 3.467 -1.567
164 H 1.042 -4.523 2.017
165 H -3.813 -2.646 2.122
166 H -1.238 3.102 6.019
167 H 3.979 4.491 -2.345
168 H 1.039 3.613 -1.856
169 H -3.601 -0.453 -0.227
170 H 3.629 -1.094 -3.284
171 H -4.468 -6.228 4.997
172 H 2.784 -3.871 -0.319
173 H 0.224 6.331 1.788
174 H 0.320 -2.365 -1.599
175 H 3.157 -5.551 1.168
176 H -0.355 -3.023 7.127
177 H 7.419 1.281 3.071
178 H -4.516 -0.691 3.682
179 H -3.819 -6.112 -2.986
180 H 0.035 3.923 2.262
181 H 3.026 6.041 -4.563
182 H 8.185 0.708 -0.708

Kohn-Sham gap (eV): 8.4
Structure (SMILES): CCN(CC)CC.CCN(CC)CC.CCN(CC)CC.CCN(CC)CC.CCN(CC)CC.C1CCOC1.C1CCOC1.C1CCOC1.C1CCOC1.CC(C)=O.CC(C)=O
DFT total energy (Eh): -2777.61168
HOMO (Ha): -0.284



# 2
An isolated ion of composition C4H6O2 and charge -1. Source: OMol25; level of theory: ωB97M-V/def2-TZVPD.

Geometry (Å):
1 O 1.139 1.360 -0.644
2 O -0.974 0.569 1.252
3 C 0.168 0.794 -1.024
4 C 0.093 -1.329 0.243
5 C -0.099 -0.667 -1.162
6 C -0.323 -0.478 1.421
7 H -0.629 1.329 -1.469
8 H -1.187 -0.829 -1.409
9 H 1.244 -1.655 0.445
10 H 0.062 -0.698 2.344
11 H 0.569 -1.205 -1.873
12 H -0.411 -2.288 0.232

Kohn-Sham gap (alpha / beta) (eV): 3.7 / 7.8
Charge: -1
DFT total energy (Eh): -306.41405
Energy above the lowest of the compared OMol25 structures with the same formula, charge and spin (kJ/mol): 74.16
2S+1: 2
HOMO (alpha / beta) (Ha): 0.024 / -0.127



# 3
C32H55AsIN5O2PRuS as an isolated structure. Source: OMol25; level of theory: ωB97M-V/def2-TZVPD.

Geometry (Å):
1 I -0.958 2.360 -4.860
2 Ru -0.784 -0.382 0.034
3 As -0.145 1.659 4.247
4 S -1.177 0.734 2.601
5 P 1.239 -1.545 -0.882
6 O -1.462 0.035 -2.489
7 O -2.774 0.359 0.126
8 N -1.625 -2.133 0.846
9 N -3.640 0.510 -2.759
10 N 0.268 2.654 0.341
11 N 0.039 1.580 -0.549
12 N -2.969 -3.494 1.916
13 C 3.652 -0.990 -2.252
14 C 0.999 4.952 0.762
15 C -2.407 0.341 -3.219
16 C -6.138 0.442 1.352
17 C 2.463 3.347 -0.477
18 C 0.365 4.255 -1.544
19 C -0.781 -3.274 -1.970
20 C -6.223 -0.786 2.020
21 C -5.131 -1.623 2.068
22 C 0.736 -3.047 -2.053
23 C -3.921 -1.293 1.443
24 C 1.512 -4.309 -1.700
25 C 3.907 0.740 -3.896
26 C -1.003 -3.332 1.014
27 C 0.871 0.391 5.317
28 C 4.443 -0.302 -3.155
29 C 2.566 1.061 -3.764
30 C -2.198 0.600 -4.693
31 C 3.034 -0.306 0.809
32 C 1.767 0.364 -2.872
33 C 1.063 3.092 3.735
34 C -4.974 0.808 0.733
35 C 1.053 -2.668 -3.500
36 C 1.541 -1.884 1.944
37 C -3.818 -0.031 0.751
38 C 2.397 -1.696 0.686
39 C 1.020 3.795 -0.234
40 C 3.450 -2.798 0.689
41 C -2.843 -2.245 1.406
42 C -1.476 2.477 5.395
43 C 2.312 -0.635 -2.064
44 C -1.832 -4.187 1.682
45 H 3.660 -0.053 -0.041
46 H 1.263 -2.920 2.104
47 H 0.772 -3.506 -4.135
48 H -0.015 5.190 1.074
49 H 3.027 -3.776 0.478
50 H -6.999 1.091 1.320
51 H 0.936 1.413 -1.026
52 H 3.888 -2.850 1.687
53 H 2.132 -1.586 2.809
54 H 0.811 5.189 -1.867
55 H -0.950 3.012 6.188
56 H 0.485 -1.798 -3.817
57 H 1.610 4.738 1.632
58 H -0.615 2.959 0.751
59 H -1.700 -5.203 1.990
60 H 4.520 1.283 -4.598
61 H -7.155 -1.090 2.469
62 H 4.271 -2.608 0.006
63 H 1.041 0.854 6.289
64 H -1.314 -2.351 -1.713
65 H -3.121 0.806 -5.226
66 H 1.304 -4.673 -0.695
67 H 2.138 1.851 -4.366
68 H 0.704 0.551 -2.849
69 H -0.642 1.833 -1.286
70 H 0.505 3.531 -2.342
71 H -5.238 -2.558 2.596
72 H -1.652 -0.212 -5.166
73 H 5.477 -0.580 -3.281
74 H -2.122 1.719 5.840
75 H 2.543 2.594 -1.260
76 H 1.417 5.837 0.291
77 H -1.146 -3.592 -2.944
78 H -0.024 -3.525 0.624
79 H 2.897 2.949 0.438
80 H 2.110 -2.488 -3.666
81 H 0.637 -1.257 1.914
82 H 2.581 -4.157 -1.823
83 H -2.082 3.183 4.824
84 H 3.676 -0.287 1.689
85 H 0.319 -0.540 5.454
86 H 1.675 3.346 4.601
87 H -4.898 1.752 0.213
88 H 1.833 0.180 4.848
89 H -4.421 0.747 -3.349
90 H -0.699 4.434 -1.402
91 H 4.078 -1.818 -1.710
92 H 1.702 2.795 2.904
93 H -3.786 -3.861 2.378
94 H 2.255 0.454 0.929
95 H 3.058 4.198 -0.792
96 H 0.469 3.962 3.453
97 H -1.046 -4.056 -1.265
98 H -3.804 0.390 -1.768
99 H 1.217 -5.095 -2.394

Kohn-Sham gap (alpha / beta) (eV): 7.6 / 5.0
Charge: +3
DFT total energy (Eh): -5043.59694
2S+1: 5
HOMO (alpha / beta) (Ha): -0.595 / -0.595



# 4
C31H27AlN3O2Te as an isolated structure. Source: OMol25; level of theory: ωB97M-V/def2-TZVPD.

Geometry (Å):
1 Te -0.297 -1.901 1.903
2 Al -0.514 0.192 0.229
3 O 1.866 3.416 1.082
4 O -4.470 0.866 0.213
5 N 1.052 1.529 0.061
6 N -2.369 0.265 -0.455
7 N -1.209 1.573 1.507
8 C 4.062 2.135 -3.844
9 C -3.288 -1.725 -5.286
10 C 2.963 -4.385 5.210
11 C -2.243 -0.417 -3.534
12 C 1.933 -3.304 3.306
13 C 3.852 2.057 -2.472
14 C 1.108 -0.959 3.423
15 C 1.973 1.054 -4.203
16 C 2.201 -2.079 5.373
17 C -0.354 2.649 1.699
18 C -3.270 -0.728 -1.116
19 C -3.100 2.889 2.146
20 C 1.800 -2.106 4.035
21 C -0.813 3.686 2.468
22 C -4.331 -2.079 -4.440
23 C 3.133 1.597 -4.736
24 C -2.240 -0.946 -4.817
25 C -3.186 -0.941 -2.598
26 C 2.758 -3.206 5.971
27 C 2.505 1.590 -0.425
28 C 1.423 -3.376 1.930
29 C -4.656 -0.239 -0.737
30 C -2.565 1.836 1.391
31 C 2.598 -4.395 3.887
32 C -2.188 3.760 2.762
33 C -4.233 -1.737 -3.107
34 C 0.866 2.516 0.957
35 C 1.709 1.044 -2.813
36 C 2.710 1.478 -1.908
37 C 2.923 2.949 0.138
38 C -3.135 1.047 0.337
39 H 0.438 -0.444 4.097
40 H 1.293 0.524 -4.875
41 H 2.181 -3.084 1.189
42 H -4.146 3.130 2.120
43 H 0.742 0.745 -2.442
44 H 4.618 2.458 -1.771
45 H 2.975 3.706 -0.699
46 H -5.142 0.212 -1.606
47 H -5.287 -1.017 -0.302
48 H 2.745 -5.290 3.250
49 H -2.570 4.555 3.443
50 H 1.701 -0.254 2.830
51 H 3.099 0.773 0.063
52 H 4.998 2.546 -4.228
53 H 3.860 2.988 0.667
54 H 3.324 1.509 -5.810
55 H -5.206 -2.631 -4.768
56 H -1.401 0.253 -3.218
57 H 3.361 -5.268 5.688
58 H 2.188 -1.127 5.954
59 H 3.065 -3.174 7.017
60 H -0.075 4.365 2.916
61 H 1.061 -4.397 1.713
62 H -1.360 -0.807 -5.460
63 H -4.947 -2.069 -2.343
64 H -3.182 -1.729 -0.652
65 H -3.305 -2.080 -6.311

Kohn-Sham gap (eV): 4.9
Charge: +3
DFT total energy (Eh): -2021.74049
Energy above the lowest of the compared OMol25 structures with the same formula, charge and spin (kJ/mol): 117.80
HOMO (Ha): -0.598



# 5
A 5-piece molecular cluster, CH11NO4 overall. Source: OMol25; level of theory: ωB97M-V/def2-TZVPD.

Geometry (Å):
1 O -1.900 4.805 -2.127
2 O -1.343 1.988 -2.061
3 O -2.155 0.888 2.858
4 O -1.787 -1.045 -0.269
5 N 4.562 -4.027 0.308
6 C 3.902 -3.691 1.350
7 H 4.370 -3.941 2.329
8 H 4.071 -3.617 -0.498
9 H -1.205 -1.570 0.287
10 H -2.379 -0.510 0.286
11 H 2.853 -3.483 1.210
12 H -1.753 3.848 -2.138
13 H -1.735 1.725 2.603
14 H -0.575 2.183 -2.606
15 H -1.341 0.384 3.014
16 H -2.460 4.914 -2.907
17 H -1.124 1.150 -1.638

Kohn-Sham gap (eV): 10.4
Structure (SMILES): C=N.O.O.O.O
DFT total energy (Eh): -400.35763
Energy above the lowest of the compared OMol25 structures with the same formula, charge and spin (kJ/mol): 167.84
HOMO (Ha): -0.381



# 6
One molecule with the formula C3H3NO2S. Source: OMol25; level of theory: ωB97M-V/def2-TZVPD.

Geometry (Å):
1 S -0.115 0.375 -2.925
2 O -0.891 1.028 -0.434
3 O -0.962 1.489 1.814
4 N 0.356 -0.679 -0.574
5 C 0.341 -0.409 0.899
6 C -0.211 0.295 -1.292
7 C -0.575 0.857 0.927
8 H 0.884 -1.284 -1.071
9 H 1.411 -0.372 1.246
10 H -0.237 -1.299 1.410

Kohn-Sham gap (eV): 9.4
Structure (SMILES): O=C1CNC(=S)O1
DFT total energy (Eh): -719.52981
Energy above the lowest of the compared OMol25 structures with the same formula, charge and spin (kJ/mol): 132.46
HOMO (Ha): -0.330



# 7
A 2-piece molecular cluster, C5H11NO overall. Source: OMol25; level of theory: ωB97M-V/def2-TZVPD.

Geometry (Å):
1 O -3.421 -0.383 0.337
2 N 0.424 -2.662 -0.156
3 C 0.847 1.000 0.775
4 C 0.672 2.650 -1.121
5 C 0.334 -0.403 0.645
6 C 1.210 1.571 -0.560
7 C 1.040 -1.412 0.128
8 H -0.121 3.279 -0.725
9 H -3.650 -0.797 -0.503
10 H -0.743 -0.522 0.650
11 H -0.353 -2.847 0.470
12 H 1.733 0.906 -1.235
13 H 1.120 -3.388 -0.261
14 H -3.095 0.464 -0.005
15 H 0.856 3.040 -2.121
16 H 0.060 1.606 1.242
17 H 2.094 -1.378 -0.115
18 H 1.645 1.088 1.524

Kohn-Sham gap (eV): 8.9
Structure (SMILES): C=CC/C=C/N.O
DFT total energy (Eh): -327.04211
Energy above the lowest of the compared OMol25 structures with the same formula, charge and spin (kJ/mol): 234.30
HOMO (Ha): -0.295



# 8
One molecule with the formula C6H8Cl3OP. Source: OMol25; level of theory: ωB97M-V/def2-TZVPD.

Geometry (Å):
1 Cl -1.898 1.770 0.166
2 Cl 2.606 -0.050 1.790
3 Cl 3.083 0.471 -1.336
4 P 1.895 -0.468 -0.016
5 O 1.918 -1.917 -0.259
6 C -0.786 -1.141 -0.225
7 C 0.650 2.717 0.100
8 C -0.935 -1.735 -1.413
9 C -1.614 -1.550 1.004
10 C 0.236 0.178 -0.105
11 C -0.139 1.432 0.068
12 H 1.390 2.820 -0.681
13 H -0.390 -1.583 -2.303
14 H -2.242 -2.374 0.622
15 H -0.934 -1.764 1.873
16 H 1.188 2.881 0.968
17 H -1.722 -2.431 -1.373
18 H -2.146 -0.646 1.262
19 H -0.159 3.390 -0.143

Kohn-Sham gap (eV): 9.8
Structure (SMILES): C=C(C)/C(=C(/C)Cl)P(=O)(Cl)Cl
DFT total energy (Eh): -2030.61319
HOMO (Ha): -0.352